# 1
Below is the ion C5H5F4N2 with charge +1 at a distorted geometry, with properties calculated with ωB97M-V/def2-TZVPD.

The net charge is +1. Its orbital gap is 11.01 eV. As for the structure (SMILES): Cn1cc[n+](C(F)(F)F)c1F.

XYZ file:
```
16
Properties=species:S:1:pos:R:3:nbo_charge:R:1
C -0.507 -1.034 0.378 -0.062
C -1.786 -1.394 0.528 -0.033
C -1.675 0.811 0.080 0.809
C 0.799 1.131 -0.357 -0.389
C -3.972 -0.077 0.005 1.118
N -0.431 0.302 0.001 -0.309
N -2.553 -0.254 0.364 -0.413
F -2.068 1.985 -0.227 -0.209
F -4.489 -1.291 -0.059 -0.277
F -3.905 0.476 -1.188 -0.288
F -4.634 0.695 0.825 -0.260
H 0.444 -1.672 0.553 0.283
H -2.333 -2.396 0.710 0.298
H 0.706 1.401 -1.356 0.240
H 0.825 1.896 0.400 0.246
H 1.653 0.396 -0.326 0.247
```

***

# 2
Below is a structure of composition C40H33As2CrNO2S2 at a distorted geometry, with properties calculated with ωB97M-V/def2-TZVPD.

The net charge is +1. As for the multiplicity: 2. Its orbital gap (alpha / beta) is 6.72 / 7.14 eV. Its expectation value of S² is 0.826.

XYZ file:
```
81
Properties=species:S:1:pos:R:3:mulliken_spin:R:1
Cr -0.531 -1.558 -0.207 1.100
C -1.899 1.375 -1.957 -0.006
C -0.520 0.957 -2.474 -0.001
As 0.667 0.666 -0.905 -0.064
C 0.879 2.580 -0.473 -0.017
C 0.518 3.109 0.758 0.003
C 0.601 4.476 0.979 0.000
C 1.042 5.317 -0.028 0.000
C 1.428 4.791 -1.252 0.000
C 1.344 3.430 -1.476 -0.001
C 2.347 0.302 -1.807 -0.013
C 2.390 -0.797 -2.659 0.015
C 3.569 -1.147 -3.292 0.003
C 4.714 -0.398 -3.070 -0.001
C 4.682 0.689 -2.211 0.001
C 3.506 1.034 -1.569 -0.004
As -2.421 -0.013 -0.640 0.004
C -2.394 0.843 1.112 -0.006
C -2.253 0.007 2.218 0.008
C -2.319 0.521 3.500 0.003
C -2.518 1.879 3.687 0.001
C -2.680 2.713 2.594 0.000
C -2.630 2.198 1.310 0.005
C -4.382 -0.075 -0.687 0.002
C -4.994 -0.869 0.280 -0.001
C -6.368 -0.860 0.428 0.001
C -7.144 -0.056 -0.392 0.000
C -6.543 0.723 -1.367 0.000
C -5.164 0.717 -1.519 -0.002
H -2.623 1.400 -2.782 0.000
H -1.846 2.377 -1.509 -0.001
H -0.108 1.704 -3.165 0.001
H -0.603 0.000 -3.013 0.001
H 0.171 2.448 1.544 0.003
H 0.314 4.877 1.939 0.000
H 1.079 6.383 0.134 0.000
H 1.793 5.442 -2.033 0.000
H 1.653 3.017 -2.434 -0.001
H 1.482 -1.385 -2.808 0.002
H 3.601 -2.008 -3.943 0.000
H 5.638 -0.671 -3.552 0.000
H 5.579 1.264 -2.028 0.000
H 3.472 1.872 -0.877 0.000
H -2.100 -1.063 2.074 -0.016
H -2.217 -0.139 4.348 0.000
H -2.555 2.285 4.685 0.000
H -2.853 3.767 2.741 0.000
H -2.770 2.854 0.456 0.000
H -4.379 -1.501 0.913 0.000
H -6.829 -1.476 1.185 0.000
H -8.217 -0.035 -0.272 0.000
H -7.148 1.342 -2.012 0.000
H -4.707 1.330 -2.289 0.000
S -2.362 -3.099 0.185 -0.043
C -1.096 -4.145 -0.240 0.006
N -0.046 -3.576 -0.783 0.002
C 0.995 -4.463 -0.915 0.003
C 2.284 -4.197 -1.369 0.005
C 3.207 -5.223 -1.383 0.002
C 2.873 -6.510 -0.971 -0.002
C 1.599 -6.793 -0.518 0.000
C 0.674 -5.767 -0.487 -0.003
S -0.973 -5.840 0.096 0.005
H 2.561 -3.194 -1.650 -0.003
H 4.211 -5.012 -1.714 0.000
H 3.612 -7.297 -0.996 0.000
H 1.326 -7.778 -0.183 0.000
O 3.255 -1.764 0.393 -0.004
C 2.255 -1.326 0.922 0.003
O 1.069 -1.816 0.735 0.014
C 2.287 -0.154 1.864 -0.004
C 1.171 0.132 2.648 0.004
C 1.220 1.135 3.597 0.003
C 2.383 1.870 3.761 0.000
C 3.491 1.603 2.971 0.000
C 3.451 0.595 2.024 -0.003
H 0.280 -0.479 2.552 -0.005
H 0.356 1.327 4.215 0.000
H 2.441 2.628 4.526 0.000
H 4.403 2.166 3.109 0.000
H 4.319 0.344 1.428 0.000
```

***

# 3
Below is a structure of composition C5H7NO2 at a distorted geometry, with properties calculated with ωB97M-V/def2-TZVPD.

Its orbital gap is 10.58 eV.

XYZ file:
```
15
Properties=species:S:1:pos:R:3:nbo_charge:R:1
C 0.934 0.733 1.796 -0.656
C 0.347 0.492 0.548 0.106
C -0.360 0.452 -0.460 0.013
C -1.763 0.768 -1.069 -0.587
C 0.758 -0.396 -0.709 -0.124
H 0.434 1.107 2.549 0.227
H 1.602 1.549 1.387 0.250
H 1.582 -0.050 2.546 0.250
H -1.950 1.587 -0.552 0.211
H -1.592 1.095 -1.996 0.205
H -2.516 -0.395 -1.129 0.233
H 1.287 -0.319 -1.344 0.134
N 0.453 -1.860 -0.557 0.538
O 1.210 -2.652 -1.163 -0.439
O -0.425 -2.110 0.153 -0.363
```

***

# 4
Below is a cluster of 2 separate species, C2H3ClO3S in total at a distorted geometry, with properties calculated with ωB97M-V/def2-TZVPD.

Its orbital gap is 8.35 eV.

XYZ file:
```
10
Properties=species:S:1:pos:R:3:nbo_charge:R:1
C 0.603 -0.973 -0.406 0.123
C -0.041 0.099 -0.970 -0.429
O 1.723 -0.782 0.362 -0.512
O 2.863 1.921 -1.154 -0.859
O 2.858 1.749 1.248 -0.850
S 3.183 1.113 0.015 1.685
Cl 2.841 -2.186 0.562 0.222
H 0.177 -1.876 -0.229 0.185
H 0.283 1.054 -1.201 0.225
H -0.919 -0.163 -1.493 0.211
```

***

# 5
Below is the ion C6H12N with charge +1 at a distorted geometry, with properties calculated with ωB97M-V/def2-TZVPD.

The net charge is +1. Its orbital gap is 10.57 eV. As for the structure (SMILES): C[C@H]1CCC=[N+]1C.

XYZ file:
```
19
Properties=species:S:1:pos:R:3:nbo_charge:R:1
C -0.822 -0.928 -1.081 -0.424
C -1.290 0.769 0.538 0.311
C -1.993 -0.395 -0.232 -0.466
C 0.481 -0.171 -0.525 -0.048
C 1.394 -1.229 0.017 -0.598
C 1.102 1.695 0.867 -0.447
N 0.029 0.827 0.460 -0.244
H -0.875 -2.010 -0.933 0.248
H -0.900 -0.548 -2.132 0.252
H -2.831 0.097 -0.666 0.260
H -1.747 1.412 1.225 0.223
H -2.418 -1.279 0.424 0.280
H 1.158 0.328 -1.183 0.221
H 0.690 -1.724 0.640 0.206
H 2.145 -0.744 0.484 0.204
H 1.734 -2.012 -0.714 0.258
H 0.650 2.508 1.458 0.249
H 2.052 1.100 1.269 0.267
H 1.443 2.303 0.082 0.247
```